[1]
Density functional theory data (wB97M-V/def2-TZVPD) for a single C4H7NO molecule.

Structure (SMILES): OC[C@H]1[C@H]2CN21

Each line ends with the Löwdin charge.
Element x y z (Å)
H1 -0.546 1.559 0.874  0.08
H2 1.379 0.482 -1.332  0.14
N1 -0.732 0.374 -1.010  0.02
H3 -2.319 -0.980 -0.483  0.11
H4 1.305 -0.412 1.437  0.12
C1 -0.173 -0.994 -1.008  -0.17
C2 1.056 0.487 0.863  -0.22
H5 -1.184 -0.649 0.926  0.10
H6 -0.112 -1.593 -1.911  0.13
O1 0.028 1.172 1.552  -0.09
C3 0.666 0.135 -0.581  -0.23
H7 1.955 1.118 0.827  0.11
C4 -1.322 -0.698 -0.153  -0.10


[2]
Density functional theory data (wB97M-V/def2-TZVPD) for a 2-piece molecular cluster, C6H12N2 overall in a non-equilibrium geometry.

Structure (SMILES): Cc1c[nH]cn1.CC

Each line ends with the Löwdin charge.
Element x y z (Å)
H1 -1.314 0.835 -1.880  0.04
H2 -1.243 -0.257 2.142  0.11
H3 -0.744 -2.696 -0.776  0.08
H4 2.916 -0.888 1.764  0.11
N1 0.929 -0.378 2.367  0.04
C1 -0.918 -1.648 -0.510  -0.05
C2 -0.015 -1.145 0.565  -0.37
H5 -2.070 3.483 -2.292  0.06
N2 1.338 -1.244 0.403  0.09
C3 -1.006 1.604 -2.585  -0.18
H6 -0.806 3.252 -1.208  0.05
H7 -1.392 1.319 -3.559  0.06
C4 -0.296 -0.629 1.793  -0.07
H8 1.020 -0.033 3.307  0.14
C5 -1.051 3.076 -2.235  -0.17
H9 -1.982 -1.540 -0.312  0.08
H10 0.057 1.354 -2.755  0.07
H11 -0.443 3.651 -2.921  0.06
H12 -0.584 -1.140 -1.420  0.06
C6 1.876 -0.784 1.502  -0.21


Going through the records in order, we get calculated total energy values of -7796.242; -9396.480 eV.
Going through the records in order, we get HOMO level values of -9.865; -8.621 eV.
Going through the records in order, we get relative energy (zero: lowest compared OMol25 entry of this formula, charge and spin) values of 78.5; 8.5 kcal per mole.